The following is a quantum chemistry calculation of a structure of composition C15H32NO2PPtSSi at a distorted geometry, from OMol25.

Summary:
Spin multiplicity ... 5
E_HOMO (alpha / beta) ... -4.85 / -7.68 eV
Kohn-Sham gap (alpha / beta) ... 5.229 / 7.190 eV

```
54
C15H32NO2PPtSSi, DFT ωB97M-V with the def2-TZVPD basis set
Pt -0.019 -0.292 -0.337
Si 0.042 1.020 1.878
P -1.550 1.440 -1.205
N 1.445 0.495 -0.925
H -0.764 -1.332 -1.584
C -2.365 1.184 -2.852
H -2.969 2.055 -3.167
H -3.006 0.288 -2.791
H -1.579 0.983 -3.600
C -2.992 1.921 -0.150
H -3.609 2.695 -0.639
H -2.610 2.303 0.811
H -3.610 1.031 0.051
C -0.680 3.050 -1.449
H -1.363 3.825 -1.838
H 0.153 2.898 -2.156
H -0.261 3.365 -0.479
C -1.315 0.647 3.194
H -1.314 -0.423 3.475
H -2.321 0.877 2.797
H -1.166 1.242 4.113
H 1.339 0.865 2.659
H -0.016 2.536 1.753
C 2.594 1.177 -1.232
C 4.488 1.582 -2.716
C 3.314 0.882 -2.417
C 3.076 2.188 -0.361
C 4.246 2.883 -0.677
C 4.958 2.584 -1.851
H 5.040 1.347 -3.633
H 2.930 0.101 -3.080
H 2.510 2.401 0.551
H 4.611 3.663 0.001
H 5.876 3.130 -2.091
C -2.574 -2.073 0.722
O -1.854 -1.059 0.689
C -2.186 -3.319 -0.018
H -3.061 -3.940 -0.271
H -1.509 -3.930 0.607
H -1.614 -2.999 -0.914
C -3.868 -2.030 1.493
H -4.719 -2.151 0.796
H -3.961 -1.078 2.035
H -3.921 -2.875 2.204
C 2.202 -3.833 0.575
S 1.332 -2.231 0.415
C 0.789 -2.239 2.168
O 2.662 -1.556 0.047
H 1.485 -4.633 0.856
H 3.033 -3.771 1.311
H 2.629 -4.111 -0.412
H 0.979 -3.211 2.669
H 1.343 -1.472 2.739
H -0.298 -2.103 2.239
```

The following is a quantum chemistry calculation of a structure of composition C15H33AsCoN6O5Si2 at a distorted geometry, from OMol25.

Summary:
Spin multiplicity ... 4
E_HOMO (alpha / beta) ... -5.55 / -7.82 eV
Kohn-Sham gap (alpha / beta) ... 5.887 / 8.076 eV
Relative energy (zero: lowest compared OMol25 entry of this formula, charge and spin) ... 0.173 eV

```
63
C15H33AsCoN6O5Si2, DFT ωB97M-V with the def2-TZVPD basis set
Co 0.668 -0.108 -1.932
O -2.630 2.054 0.724
C -1.703 1.381 -0.111
O -1.813 0.013 0.090
C -2.029 1.752 -1.567
O -1.148 1.159 -2.524
C -0.493 2.089 -3.406
C 0.865 2.567 -2.827
O 1.173 3.743 -2.936
O 1.557 1.623 -2.300
H -3.383 1.463 0.837
H -2.011 2.843 -1.627
H -3.040 1.393 -1.784
H -1.143 2.933 -3.629
H -0.288 1.534 -4.323
C 4.109 -0.840 -1.794
N 3.180 -1.814 -2.346
C 3.601 -3.203 -2.384
C 1.886 -1.517 -2.426
N 0.760 -1.804 -2.783
H 5.015 -0.821 -2.401
H 4.378 -1.092 -0.762
H 3.645 0.144 -1.811
H 4.535 -3.295 -2.940
H 2.838 -3.798 -2.880
H 3.749 -3.596 -1.372
N 0.431 6.486 0.925
C 0.042 5.215 1.312
N -0.464 5.038 2.596
N 0.133 4.229 0.453
C -0.117 3.028 0.412
N -0.372 1.827 0.256
H 0.861 7.042 1.650
H 0.959 6.471 0.065
H -0.891 5.867 2.983
H -1.081 4.239 2.659
C -0.365 -4.353 -0.404
Si -1.537 -2.888 -0.165
C -2.762 -3.239 1.238
C -2.501 -2.494 -1.739
As -0.222 -0.952 0.221
Si 0.114 -0.742 2.574
C 0.784 -2.424 3.144
C -1.495 -0.327 3.472
C 1.401 0.599 2.914
H -0.915 -5.287 -0.534
H 0.306 -4.470 0.451
H 0.243 -4.182 -1.295
H -3.453 -4.036 0.955
H -3.349 -2.344 1.449
H -2.255 -3.540 2.158
H -2.999 -3.366 -2.165
H -1.815 -2.086 -2.484
H -3.253 -1.733 -1.523
H 0.035 -3.208 3.011
H 1.074 -2.406 4.196
H 1.664 -2.700 2.556
H -2.255 -1.087 3.285
H -1.877 0.630 3.109
H -1.346 -0.250 4.551
H 2.283 0.455 2.285
H 1.723 0.598 3.957
H 0.996 1.586 2.684
```

The following is a quantum chemistry calculation of a cluster of 6 separate species, C15H33Br10N2 in total at a distorted geometry, from OMol25.

Summary:
E_HOMO ... -11.68 eV
Kohn-Sham gap ... 8.846 eV
Charge ... +1

```
60
C15H33Br10N2, DFT ωB97M-V with the def2-TZVPD basis set
C -3.823 -0.303 -1.872
C -3.654 0.944 -1.010
C -2.185 1.291 -0.670
N -1.681 0.766 0.569
C -2.560 1.034 1.683
C -3.898 0.345 1.471
N -4.549 0.833 0.209
H -3.161 -0.228 -2.728
H -3.663 -1.223 -1.313
H -4.842 -0.306 -2.271
H -4.056 1.775 -1.591
H -2.038 2.371 -0.735
H -1.577 0.864 -1.467
H -1.443 -0.216 0.507
H -2.716 2.110 1.793
H -2.129 0.650 2.602
H -4.561 0.619 2.296
H -3.809 -0.736 1.487
H -5.283 0.164 -0.032
H -5.023 1.714 0.397
Br -1.710 -2.536 2.126
C -0.002 -2.688 3.062
C 0.115 -1.664 4.157
Br 0.464 0.095 3.403
H 0.770 -2.571 2.309
H 0.022 -3.701 3.457
H 0.964 -1.887 4.799
H -0.782 -1.587 4.762
Br 2.816 -0.333 -0.451
C 4.076 -1.806 -0.263
C 3.523 -2.910 0.595
Br 3.550 -2.443 2.485
H 4.992 -1.383 0.134
H 4.250 -2.172 -1.270
H 4.137 -3.803 0.506
H 2.495 -3.150 0.342
Br -0.726 -2.545 -1.196
C -0.591 -3.016 -3.085
C 0.614 -3.876 -3.347
Br 2.275 -2.861 -3.341
H -0.576 -2.087 -3.646
H -1.500 -3.568 -3.309
H 0.555 -4.320 -4.338
H 0.726 -4.661 -2.606
Br 1.964 2.668 -3.063
C 3.629 1.814 -3.599
C 3.759 1.738 -5.095
Br 2.615 0.354 -5.846
H 3.637 0.837 -3.125
H 4.419 2.430 -3.175
H 4.773 1.461 -5.373
H 3.490 2.667 -5.586
Br 2.149 3.180 2.285
C 0.743 4.280 3.060
C 1.097 4.759 4.443
Br 0.919 3.346 5.767
H -0.163 3.683 3.047
H 0.634 5.126 2.385
H 0.412 5.542 4.760
H 2.117 5.122 4.507
```

The following is a quantum chemistry calculation of a structure of composition C15H33Br2F6FeO11S2 at a distorted geometry, from OMol25.

Summary:
Spin multiplicity ... 5
E_HOMO (alpha / beta) ... -11.59 / -11.59 eV
Kohn-Sham gap (alpha / beta) ... 6.250 / 5.718 eV
Charge ... +1

```
70
C15H33Br2F6FeO11S2, DFT ωB97M-V with the def2-TZVPD basis set
Fe -9.000 2.168 23.824
O -11.966 5.305 22.710
H -11.636 4.366 22.795
H -12.217 5.447 21.744
H -11.194 5.877 22.892
O -9.987 1.327 18.120
H -10.783 1.843 18.487
H -9.468 1.869 17.503
H -9.446 1.080 18.943
C -13.158 2.526 23.054
C -11.769 1.897 22.848
C -11.785 1.078 21.565
O -10.728 2.833 23.116
H -13.478 3.262 22.316
H -13.309 2.954 24.051
H -13.906 1.733 23.076
H -11.616 1.096 23.585
H -12.497 0.264 21.699
H -10.746 0.822 21.338
H -12.156 1.594 20.680
C -11.356 5.395 17.505
F -10.296 5.174 16.725
F -11.490 6.707 17.597
F -12.459 4.848 17.030
S -10.928 4.784 19.278
O -9.564 5.161 19.627
O -11.883 5.448 20.178
O -11.082 3.322 19.164
C -5.779 0.605 20.957
F -5.324 0.691 19.731
F -6.017 -0.636 21.300
F -4.853 1.101 21.773
S -7.369 1.657 21.035
O -7.961 1.297 22.355
O -7.014 3.046 20.969
O -8.148 1.228 19.886
C -13.992 -2.731 21.960
C -14.828 -3.890 21.512
C -15.925 -3.185 20.708
O -16.052 -1.902 21.297
C -15.091 -1.704 22.345
H -13.413 -2.286 21.144
H -13.247 -2.926 22.733
H -15.250 -4.329 22.420
H -14.205 -4.631 21.012
H -16.921 -3.632 20.704
H -15.606 -3.224 19.658
H -15.461 -1.798 23.367
H -14.622 -0.720 22.305
C -14.053 7.576 25.472
C -14.185 6.029 25.573
C -12.748 5.549 25.898
O -11.891 6.690 25.764
C -12.730 7.751 26.163
H -14.825 8.081 26.046
H -13.970 7.889 24.433
H -14.570 5.724 24.599
H -14.932 5.760 26.317
H -12.455 4.716 25.257
H -12.610 5.215 26.931
H -12.226 8.706 25.984
H -12.854 7.855 27.250
Br -15.642 1.405 18.890
C -14.636 0.423 17.503
C -13.183 0.825 17.524
Br -12.141 0.010 16.056
H -15.102 0.705 16.566
H -14.735 -0.614 17.809
H -12.713 0.563 18.467
H -13.182 1.909 17.413
```

The following is a quantum chemistry calculation of a structure of composition C15H33Br3Cl3CsKMgNO9S2 at a distorted geometry, from OMol25.

Summary:
E_HOMO ... -5.95 eV
Kohn-Sham gap ... 0.960 eV

```
69
C15H33Br3Cl3CsKMgNO9S2, DFT ωB97M-V with the def2-TZVPD basis set
C -0.375 6.674 -0.476
C 0.542 5.820 -1.463
C 0.144 4.281 -1.244
C 0.747 3.459 -2.464
C -0.217 2.360 -3.088
C -1.267 1.750 -2.092
C -0.605 0.873 -0.942
C -0.825 1.473 0.539
C 0.157 0.596 1.547
S 0.803 1.668 2.945
O 0.983 0.795 4.140
O -0.343 2.629 3.285
N 2.171 2.540 2.505
S 3.464 1.500 2.159
O 3.419 0.918 0.782
O 3.731 0.468 3.189
Cl 5.139 2.782 2.183
H 0.121 7.627 -0.136
H -1.358 6.888 -0.984
H -0.609 6.051 0.429
H 1.653 5.956 -1.307
H 0.249 6.089 -2.531
H -0.971 4.273 -1.182
H 0.657 3.962 -0.297
H 0.952 4.204 -3.293
H 1.766 3.061 -2.184
H -0.697 2.798 -4.010
H 0.452 1.537 -3.478
H -1.892 1.025 -2.698
H -2.014 2.498 -1.693
H -1.121 -0.170 -0.956
H 0.481 0.667 -1.152
H -0.505 2.570 0.671
H -1.912 1.346 0.945
H 1.042 0.204 0.975
H -0.397 -0.313 2.021
O -1.456 -2.924 0.931
H -0.556 -2.586 1.006
H -1.669 -3.227 1.823
C -1.776 -6.972 6.372
C -1.498 -6.100 5.164
C -2.480 -4.965 5.021
O -2.501 -4.752 3.612
C -2.203 -5.956 3.029
O -2.361 -6.224 1.893
O -1.696 -6.836 3.959
H -0.991 -7.725 6.484
H -1.821 -6.382 7.286
H -2.720 -7.517 6.252
H -0.464 -5.740 5.180
H -2.157 -4.067 5.547
H -3.493 -5.224 5.347
K -1.495 -9.237 5.077
Cs -2.615 0.575 2.006
Br 0.308 -1.411 -4.204
C 0.698 -1.319 -6.112
C 1.465 -0.068 -6.455
Br 0.300 1.495 -6.480
H -0.253 -1.397 -6.634
H 1.297 -2.204 -6.322
H 1.874 -0.134 -7.463
H 2.270 0.148 -5.755
Cl 6.261 3.137 4.411
O 3.424 -3.601 -6.800
H 4.322 -3.266 -6.709
H 3.193 -3.894 -5.911
Cl -3.560 -7.545 0.224
Mg 1.111 7.320 -3.446
Br -2.327 7.742 1.020
```

The following is a quantum chemistry calculation of a structure of composition C15H33BrF6NO2PdSbSi at a distorted geometry, from OMol25.

Summary:
Spin multiplicity ... 4
E_HOMO (alpha / beta) ... -12.82 / -12.82 eV
Kohn-Sham gap (alpha / beta) ... 9.746 / 4.923 eV
Relative energy (zero: lowest compared OMol25 entry of this formula, charge and spin) ... 0.387 eV
Charge ... +1

```
61
C15H33BrF6NO2PdSbSi, DFT ωB97M-V with the def2-TZVPD basis set
Pd -2.316 1.197 0.237
N -4.293 0.174 0.624
C -4.560 -0.217 2.028
C -3.945 0.826 2.951
C -2.435 0.589 2.835
O -1.911 -0.429 3.146
O -1.831 1.653 2.248
H -4.908 0.929 0.334
H -4.382 -0.605 -0.020
H -4.129 -1.195 2.223
H -5.633 -0.264 2.223
H -4.200 0.688 4.000
H -4.227 1.832 2.635
C 1.024 -2.082 2.170
C 1.861 -0.959 1.533
C 1.680 0.299 2.393
C 3.350 -1.354 1.540
Si 1.363 -0.621 -0.272
Br -1.064 -0.939 -0.255
C 1.807 -2.014 -1.506
C 1.568 -3.396 -0.878
C 0.970 -1.974 -2.801
C 3.291 -1.876 -1.896
C 1.588 1.176 -0.862
C 1.131 1.325 -2.323
C 3.087 1.537 -0.781
C 0.812 2.210 -0.030
H 1.510 -2.389 3.102
H 0.935 -2.968 1.547
H 0.025 -1.736 2.425
H 1.889 0.041 3.437
H 0.654 0.674 2.362
H 2.364 1.099 2.117
H 3.694 -1.396 2.578
H 3.985 -0.634 1.018
H 3.515 -2.338 1.104
H 0.529 -3.537 -0.572
H 2.215 -3.591 -0.023
H 1.790 -4.157 -1.632
H -0.098 -2.076 -2.612
H 1.271 -2.824 -3.421
H 1.128 -1.078 -3.390
H 3.965 -1.931 -1.042
H 3.488 -0.947 -2.431
H 3.549 -2.698 -2.570
H 1.748 0.742 -3.001
H 1.232 2.373 -2.618
H 0.084 1.046 -2.468
H 3.703 0.893 -1.407
H 3.472 1.487 0.239
H 3.220 2.564 -1.133
H -0.193 1.868 0.242
H 0.675 3.120 -0.618
H 1.317 2.482 0.892
F -3.206 0.967 -1.817
Sb -3.694 2.869 -2.071
F -3.094 2.827 -3.815
F -5.414 2.242 -2.337
F -4.015 4.684 -2.015
F -4.037 2.748 -0.137
F -1.906 3.065 -1.428
```

The following is a quantum chemistry calculation of a cluster of 2 separate species, C15H33F3NO6P2S in total at a distorted geometry, from OMol25.

Summary:
E_HOMO ... -11.27 eV
Kohn-Sham gap ... 7.736 eV
Charge ... +1

```
61
C15H33F3NO6P2S, DFT ωB97M-V with the def2-TZVPD basis set
C 2.433 -1.478 0.489
P 3.105 -0.909 -1.147
C 4.785 -1.672 -1.418
C 3.184 0.961 -1.275
C 4.703 1.364 -1.408
O 4.930 2.769 -1.332
C 3.758 3.528 -1.590
C 2.997 2.844 -2.760
N 2.310 1.564 -2.334
P 0.602 1.942 -1.736
C 0.434 3.686 -1.157
C 0.131 0.902 -0.297
S 2.112 0.598 -3.821
O 3.320 -0.068 -4.195
O 1.840 1.551 -4.850
C 0.608 -0.520 -3.892
F -0.490 0.134 -4.189
F 0.415 -1.297 -2.847
F 0.852 -1.307 -4.930
H 1.368 -1.727 0.325
H 2.426 -0.689 1.264
H 2.925 -2.403 0.819
H 4.746 -2.768 -1.356
H 5.176 -1.330 -2.391
H 5.513 -1.336 -0.653
H 2.902 1.351 -0.280
H 5.171 0.922 -0.508
H 5.189 0.930 -2.296
H 3.992 4.556 -1.909
H 3.185 3.567 -0.643
H 3.751 2.654 -3.545
H 2.292 3.553 -3.223
H 0.631 4.444 -1.928
H 1.036 3.941 -0.264
H -0.621 3.807 -0.844
H -0.171 -0.126 -0.538
H -0.759 1.390 0.150
H 0.872 0.878 0.525
C -5.278 -1.587 5.631
O -4.920 -1.314 4.292
C -4.161 -0.123 4.179
C -3.538 -0.026 2.800
O -2.331 -0.777 2.675
C -2.494 -2.189 2.565
C -2.987 -2.628 1.199
O -4.394 -2.499 1.118
C -4.861 -2.610 -0.209
H -5.867 -0.764 6.051
H -5.882 -2.492 5.640
H -4.385 -1.757 6.241
H -3.373 -0.104 4.942
H -4.838 0.728 4.332
H -3.247 1.015 2.637
H -4.250 -0.290 2.016
H -3.124 -2.576 3.366
H -1.492 -2.603 2.708
H -2.734 -3.686 1.044
H -2.508 -2.020 0.419
H -4.466 -1.793 -0.826
H -5.947 -2.535 -0.193
H -4.579 -3.575 -0.643
```

Number 1: molar mass 544.63 g/mol. Number 2: molar mass 567.49 g/mol. Number 3: molar mass 1040.48 g/mol. Number 4: molar mass 783.19 g/mol. Number 5: molar mass 977.94 g/mol. Number 6: molar mass 709.59 g/mol. Number 7: molar mass 474.44 g/mol.